Model A:
Computed, not measured: C19H35N3OSV as an isolated structure, with ωB97M-V/def2-TZVPD.

Cartesian coordinates (Å):
V: -0.284 0.122 -0.232
C: -4.396 -2.168 0.489
C: -4.198 -0.880 0.018
C: -2.897 -0.460 -0.258
C: -1.772 -1.275 -0.055
C: -2.013 -2.566 0.430
C: -3.305 -3.009 0.690
H: -5.398 -2.518 0.702
H: -5.040 -0.216 -0.135
H: -2.781 0.571 -0.631
H: -1.183 -3.238 0.623
H: -3.466 -4.013 1.062
N: -0.596 -1.091 -5.275
C: -1.439 0.076 -4.826
C: -0.831 0.688 -3.572
N: -0.655 -0.298 -2.499
C: 0.152 -1.440 -2.945
C: -0.427 -2.114 -4.177
H: 0.324 -0.753 -5.568
H: -1.016 -1.528 -6.098
H: -2.435 -0.320 -4.630
H: -1.494 0.788 -5.647
H: -1.485 1.489 -3.234
H: 0.138 1.139 -3.800
H: -1.565 -0.658 -2.198
H: 0.200 -2.173 -2.140
H: 1.173 -1.098 -3.136
H: -1.418 -2.520 -3.976
H: 0.214 -2.909 -4.553
C: 0.029 1.868 4.916
C: -0.446 0.500 4.402
C: -1.915 0.251 4.782
C: 0.454 -0.628 4.931
C: -0.354 0.500 2.933
N: -0.279 0.492 1.788
H: -0.056 1.875 6.002
H: -0.585 2.677 4.520
H: 1.072 2.049 4.655
H: -1.991 0.237 5.869
H: -2.265 -0.707 4.399
H: -2.562 1.041 4.402
H: 0.390 -0.636 6.019
H: 1.496 -0.471 4.650
H: 0.129 -1.600 4.561
C: 4.935 0.644 -0.544
C: 3.981 0.985 -1.676
S: 2.276 1.361 -1.241
O: 1.772 0.121 -0.475
C: 2.382 2.702 -0.026
C: 2.756 2.296 1.396
H: 5.835 0.204 -0.972
H: 4.497 -0.082 0.140
H: 5.236 1.526 0.008
H: 3.862 0.140 -2.357
H: 4.309 1.839 -2.274
H: 1.378 3.132 -0.055
H: 3.053 3.443 -0.468
H: 2.389 1.296 1.627
H: 2.290 2.995 2.090
H: 3.824 2.323 1.567

Multiplicity: 4
Kohn-Sham gap (spin up / spin down) in eV: 7.53 / 8.27
Total charge: +2

Calculated atomic charges, method Löwdin, unit e: number 1, V, carries 0.74; number 2, C, carries -0.08; number 3, C, carries -0.08; number 4, C, carries -0.19; number 5, C, carries -0.29; number 6, C, carries -0.12; number 7, C, carries -0.08; number 8, H, carries 0.11; number 9, H, carries 0.11; number 10, H, carries 0.09; number 11, H, carries 0.09; number 12, H, carries 0.11; number 13, N, carries 0.07; number 14, C, carries -0.08; number 15, C, carries -0.16; number 16, N, carries -0.12; number 17, C, carries -0.17; number 18, C, carries -0.07; number 19, H, carries 0.19; number 20, H, carries 0.19; number 21, H, carries 0.15; number 22, H, carries 0.14; number 23, H, carries 0.14; number 24, H, carries 0.12; number 25, H, carries 0.08; number 26, H, carries 0.14; number 27, H, carries 0.12; number 28, H, carries 0.15; number 29, H, carries 0.15; number 30, C, carries -0.03; number 31, C, carries -0.57; number 32, C, carries -0.02; number 33, C, carries -0.02; number 34, C, carries -0.06; number 35, N, carries 0.15; number 36, H, carries 0.10; number 37, H, carries 0.10; number 38, H, carries 0.09; number 39, H, carries 0.10; number 40, H, carries 0.10; number 41, H, carries 0.10; number 42, H, carries 0.10; number 43, H, carries 0.09; number 44, H, carries 0.10; number 45, C, carries -0.10; number 46, C, carries -0.37; number 47, S, carries 0.95; number 48, O, carries -0.61; number 49, C, carries -0.36; number 50, C, carries -0.11; number 51, H, carries 0.09; number 52, H, carries 0.09; number 53, H, carries 0.07; number 54, H, carries 0.09; number 55, H, carries 0.10; number 56, H, carries 0.08; number 57, H, carries 0.11; number 58, H, carries 0.06; number 59, H, carries 0.09; number 60, H, carries 0.07



Model B:
Computed, not measured: C19H35N3OSV as an isolated structure, with ωB97M-V/def2-TZVPD.

Cartesian coordinates (Å):
V: 0.312 -0.026 -0.555
C: -2.213 -3.850 -2.014
C: -2.039 -3.668 -0.650
C: -1.395 -2.532 -0.174
C: -0.907 -1.550 -1.044
C: -1.072 -1.775 -2.418
C: -1.725 -2.902 -2.902
H: -2.721 -4.730 -2.387
H: -2.401 -4.417 0.044
H: -1.279 -2.413 0.899
H: -0.651 -1.074 -3.140
H: -1.835 -3.050 -3.970
N: -3.259 3.471 -1.132
C: -3.033 2.504 -2.257
C: -2.239 1.307 -1.745
N: -0.948 1.695 -1.147
C: -1.169 2.681 -0.077
C: -1.951 3.908 -0.545
H: -3.820 3.013 -0.410
H: -3.793 4.278 -1.455
H: -2.486 3.035 -3.037
H: -3.992 2.184 -2.660
H: -2.074 0.615 -2.566
H: -2.805 0.762 -0.984
H: -0.356 2.101 -1.871
H: -0.216 3.014 0.332
H: -1.715 2.177 0.723
H: -1.410 4.450 -1.320
H: -2.136 4.586 0.286
C: -0.786 1.299 4.350
C: -0.059 0.055 3.814
C: 1.429 0.090 4.207
C: -0.727 -1.225 4.348
C: -0.140 0.055 2.356
N: -0.215 0.049 1.196
H: -0.748 1.290 5.439
H: -1.834 1.299 4.048
H: -0.309 2.216 4.001
H: 1.508 0.091 5.294
H: 1.916 0.990 3.827
H: 1.955 -0.786 3.827
H: -0.687 -1.216 5.436
H: -0.212 -2.116 3.989
H: -1.772 -1.277 4.042
C: 4.508 -1.058 -2.830
C: 4.319 0.332 -2.251
S: 2.874 0.484 -1.157
O: 1.694 0.033 -2.012
C: 3.215 -0.868 0.051
C: 2.452 -2.150 -0.252
H: 5.226 -1.007 -3.647
H: 3.571 -1.439 -3.237
H: 4.897 -1.760 -2.093
H: 4.121 1.065 -3.035
H: 5.169 0.676 -1.659
H: 2.915 -0.453 1.015
H: 4.296 -1.009 0.063
H: 1.382 -1.971 -0.417
H: 2.539 -2.827 0.597
H: 2.836 -2.656 -1.133

Multiplicity: 4
Kohn-Sham gap (spin up / spin down) in eV: 6.85 / 7.90
Total charge: +2

Calculated atomic charges, method Löwdin, unit e: number 1, V, carries 0.63; number 2, C, carries -0.08; number 3, C, carries -0.08; number 4, C, carries -0.13; number 5, C, carries -0.28; number 6, C, carries -0.15; number 7, C, carries -0.08; number 8, H, carries 0.11; number 9, H, carries 0.11; number 10, H, carries 0.08; number 11, H, carries 0.09; number 12, H, carries 0.11; number 13, N, carries 0.07; number 14, C, carries -0.07; number 15, C, carries -0.15; number 16, N, carries -0.11; number 17, C, carries -0.17; number 18, C, carries -0.08; number 19, H, carries 0.19; number 20, H, carries 0.19; number 21, H, carries 0.15; number 22, H, carries 0.15; number 23, H, carries 0.12; number 24, H, carries 0.14; number 25, H, carries 0.14; number 26, H, carries 0.14; number 27, H, carries 0.12; number 28, H, carries 0.15; number 29, H, carries 0.15; number 30, C, carries -0.03; number 31, C, carries -0.58; number 32, C, carries -0.03; number 33, C, carries -0.02; number 34, C, carries -0.04; number 35, N, carries 0.08; number 36, H, carries 0.10; number 37, H, carries 0.09; number 38, H, carries 0.09; number 39, H, carries 0.10; number 40, H, carries 0.09; number 41, H, carries 0.09; number 42, H, carries 0.10; number 43, H, carries 0.10; number 44, H, carries 0.10; number 45, C, carries -0.11; number 46, C, carries -0.35; number 47, S, carries 0.97; number 48, O, carries -0.59; number 49, C, carries -0.35; number 50, C, carries -0.09; number 51, H, carries 0.10; number 52, H, carries 0.08; number 53, H, carries 0.08; number 54, H, carries 0.10; number 55, H, carries 0.10; number 56, H, carries 0.07; number 57, H, carries 0.10; number 58, H, carries 0.03; number 59, H, carries 0.10; number 60, H, carries 0.09



Quick one: most stable of them? model A



Model A:
Computed, not measured: a 2-piece molecular cluster, C3H3Br2N overall, with ωB97M-V/def2-TZVPD.

Cartesian coordinates (Å):
C: 1.428 -0.184 -0.419
C: -0.882 0.202 -2.505
C: -0.023 -0.378 1.524
N: 0.694 -0.192 0.528
Br: -2.048 -0.296 -1.223
Br: -0.609 1.240 2.581
H: 2.492 -0.413 -0.194
H: -0.614 1.315 -2.265
H: -0.437 -1.295 1.973

Kohn-Sham gap in eV: 8.15
Total charge: 0

Calculated atomic charges, method Löwdin, unit e: number 1, C, carries 0.06; number 2, C, carries -0.53; number 3, C, carries -0.55; number 4, N, carries -0.18; number 5, Br, carries 0.60; number 6, Br, carries 0.52; number 7, H, carries 0.08; number 8, H, carries -0.07; number 9, H, carries 0.08



Model B:
Computed, not measured: a 2-piece molecular cluster, C3H3Br2N overall, with ωB97M-V/def2-TZVPD.

Cartesian coordinates (Å):
C: 0.463 2.070 -0.393
C: -0.539 -1.014 -0.192
C: 0.408 -0.180 0.575
N: 0.541 3.042 -0.981
Br: -2.377 -0.447 0.111
Br: 2.220 -0.621 0.446
H: -0.349 -1.004 -1.266
H: -0.477 -2.052 0.163
H: 0.111 0.207 1.538

Kohn-Sham gap (spin up / spin down) in eV: 8.56 / 8.56
Total charge: 0

Calculated atomic charges, method Löwdin, unit e: number 1, C, carries -0.21; number 2, C, carries -0.71; number 3, C, carries -0.66; number 4, N, carries -0.05; number 5, Br, carries 0.66; number 6, Br, carries 0.78; number 7, H, carries 0.08; number 8, H, carries 0.08; number 9, H, carries 0.04



Quick one: most stable of them? model B